Formula: C18H18Cl3N3OS
Source: the Open Molecules 2025 dataset
Level of theory: wB97M-V/def2-TZVPD

Calculated values
SMILES   Cc1ccccc1NC(=S)N[C@H](NC(=O)c1ccccc1C)C(Cl)(Cl)Cl
Frontier orbital gap   8.827 eV
E_HOMO   -8.42 eV
Total charge   0

Last column: Löwdin charge in e.
Geometry (Å):
C: 1.54647 -0.07206 3.89195  -0.046
C: 2.40912 -0.42646 2.72178  -0.239
C: 3.22548 -1.55034 2.76320  -0.064
C: 4.06369 -1.87404 1.71221  -0.080
C: 4.11630 -1.06027 0.59241  -0.074
C: 3.31157 0.06061 0.52265  -0.025
C: 2.44677 0.36445 1.56975  -0.227
N: 1.63227 1.51591 1.46497  0.069
C: 0.29501 1.56856 1.56309  -0.908
S: -0.50686 2.99707 1.72335  0.639
N: -0.40491 0.36578 1.53209  0.019
C: -0.24315 -0.46814 0.36076  -0.482
N: -0.84743 0.11738 -0.80986  0.110
C: -0.12209 0.92328 -1.64812  -0.442
O: 1.07847 1.03395 -1.55653  0.100
C: -0.97573 1.62880 -2.64768  -0.116
C: -1.23298 2.98033 -2.45791  -0.014
C: -2.02483 3.66674 -3.36091  -0.076
C: -2.54957 3.00205 -4.45589  -0.079
C: -2.28322 1.65734 -4.64702  -0.042
C: -1.49712 0.94852 -3.74847  -0.220
C: -1.21095 -0.50862 -3.95239  -0.036
C: -0.83985 -1.85575 0.61043  -1.500
Cl: -2.58362 -1.72389 0.94974  0.631
Cl: -0.04411 -2.63571 1.98172  0.667
Cl: -0.61615 -2.85726 -0.83637  0.629
H: 1.47841 1.00710 4.01240  0.085
H: 1.95276 -0.50456 4.80273  0.082
H: 0.53562 -0.45373 3.75388  0.052
H: 3.20603 -2.17511 3.64426  0.113
H: 4.68500 -2.75482 1.77181  0.103
H: 4.77870 -1.29863 -0.22544  0.104
H: 3.31673 0.69508 -0.35037  0.110
H: 2.08886 2.39311 1.25586  0.144
H: -1.38348 0.52239 1.76013  0.088
H: 0.82885 -0.57316 0.14450  0.135
H: -1.85566 0.16480 -0.84558  0.133
H: -0.81688 3.48451 -1.59828  0.105
H: -2.22775 4.71579 -3.20989  0.104
H: -3.16505 3.53302 -5.16684  0.103
H: -2.68972 1.14689 -5.50827  0.110
H: -0.18137 -0.73975 -3.68710  0.084
H: -1.86203 -1.11826 -3.32502  0.074
H: -1.37983 -0.79062 -4.98863  0.080